(1)
# C49H52Cl3N4O9SY

A molecular structure, C49H52Cl3N4O9SY (ωB97M-V/def2-TZVPD, OMol25).

XYZ file:
```
119
Properties=species:S:1:pos:R:3
Y -0.260 1.122 -0.041
O -0.983 3.673 -3.315
S -0.620 2.731 -2.282
O 0.125 1.538 -2.775
O 0.220 3.297 -1.179
O -1.820 2.143 -1.554
C -4.121 2.186 1.026
C -3.893 1.238 2.182
C -5.185 0.583 2.659
O -3.311 1.920 3.294
C -1.984 1.426 3.525
C -2.140 0.010 2.926
O -2.962 0.249 1.795
C -0.979 -0.931 2.510
O -0.331 -0.501 1.392
C -0.013 -1.099 3.691
C 1.350 -1.151 3.422
C 2.263 -1.387 4.440
C 1.831 -1.566 5.746
C 0.475 -1.491 6.030
C -0.437 -1.260 5.009
C -1.643 -2.309 2.202
C -1.588 -3.419 3.038
C -2.186 -4.623 2.677
C -2.855 -4.740 1.471
C -2.914 -3.638 0.625
C -2.315 -2.443 0.986
C -0.952 2.427 2.935
O -0.960 2.370 1.575
C 0.466 2.212 3.513
C 1.560 2.339 2.667
C 2.860 2.223 3.140
C 3.090 2.001 4.488
C 2.007 1.894 5.351
C 0.713 1.999 4.868
C -1.345 3.856 3.381
C -1.164 4.882 2.462
C -1.462 6.197 2.797
C -1.949 6.506 4.059
C -2.132 5.486 4.983
C -1.831 4.174 4.647
H -4.829 2.956 1.339
H -4.537 1.647 0.173
H -3.174 2.637 0.732
H -5.867 1.344 3.040
H -4.973 -0.129 3.458
H -5.660 0.057 1.830
H -1.869 1.340 4.608
H -2.734 -0.542 3.673
H 1.677 -0.985 2.403
H 3.321 -1.411 4.209
H 2.547 -1.743 6.541
H 0.123 -1.612 7.048
H -1.493 -1.221 5.250
H -1.053 -3.367 3.977
H -2.115 -5.474 3.345
H -3.319 -5.677 1.187
H -3.426 -3.710 -0.328
H -2.349 -1.595 0.320
H 1.407 2.579 1.623
H 3.683 2.297 2.440
H 4.102 1.903 4.864
H 2.170 1.708 6.406
H -0.108 1.909 5.568
H -0.805 4.622 1.472
H -1.326 6.978 2.057
H -2.192 7.529 4.317
H -2.524 5.711 5.969
H -2.002 3.393 5.378
N 3.261 0.024 -0.471
C 2.164 0.372 -0.313
Cl -4.470 7.201 0.689
C -3.721 5.594 0.435
Cl -2.446 5.617 -0.763
H -4.505 4.929 0.095
H -3.305 5.280 1.386
C 3.697 -4.761 -3.261
C 2.864 -4.297 -4.460
C 1.996 -5.469 -4.939
C 3.817 -3.928 -5.608
C 1.975 -3.057 -4.106
O 1.333 -2.696 -5.320
C 2.832 -1.894 -3.531
C 2.347 -0.465 -3.790
C 2.449 0.035 -5.212
C 1.462 0.890 -5.701
C 1.531 1.399 -6.991
C 2.599 1.050 -7.797
Cl 2.693 1.673 -9.434
C 3.604 0.221 -7.335
C 3.522 -0.276 -6.042
C 0.902 -3.470 -3.082
N 0.050 -2.367 -2.697
C -0.097 -1.804 -1.500
N -0.964 -0.813 -1.578
C -1.313 -0.790 -2.886
N -0.748 -1.737 -3.600
H 4.357 -5.574 -3.575
H 3.075 -5.142 -2.450
H 4.321 -3.959 -2.867
H 2.638 -6.261 -5.332
H 1.318 -5.147 -5.728
H 1.409 -5.908 -4.130
H 4.257 -4.838 -6.024
H 4.639 -3.298 -5.269
H 3.285 -3.405 -6.401
H 0.561 -2.144 -5.114
H 3.852 -1.984 -3.906
H 2.913 -2.014 -2.447
H 2.944 0.188 -3.149
H 1.333 -0.300 -3.438
H 0.650 1.180 -5.041
H 0.764 2.065 -7.360
H 4.438 -0.031 -7.977
H 4.311 -0.927 -5.687
H 1.378 -3.824 -2.168
H 0.266 -4.258 -3.484
H 0.442 -2.097 -0.611
H -1.978 -0.050 -3.296
```

Relative energy (zero: lowest compared OMol25 entry of this formula, charge and spin) ... 0.0 kcal/mol
Gap between HOMO and LUMO ... 0.277 Eh
LUMO ... 3.8 eV
Total charge ... -2
Highest occupied orbital energy ... -3.758 eV
Multiplicity ... 1

Löwdin population analysis, charges in e, atoms 1 to 6: 1.436, -0.351, 0.211, -0.430, -0.446, -0.475

=====

(2)
# C49H52Ge2I2S4Se4Y

A molecular structure, C49H52Ge2I2S4Se4Y at a distorted geometry (ωB97M-V/def2-TZVPD, OMol25).

XYZ file:
```
114
Properties=species:S:1:pos:R:3
Y -1.112 -0.227 -0.856
I 0.078 1.874 1.227
C -0.628 1.448 3.243
I 0.075 -0.397 4.000
H -1.707 1.382 3.182
H -0.283 2.238 3.897
Se 0.661 -1.857 0.302
Se 2.662 -0.734 0.014
Se 2.590 -0.092 -2.227
Se 0.747 1.316 -2.196
C -10.570 0.407 -0.185
C -9.371 -0.462 0.059
C -8.644 -0.360 1.236
C -7.584 -1.212 1.505
C -6.849 -1.125 2.809
C -7.235 -2.185 0.567
C -7.922 -2.266 -0.644
C -7.519 -3.248 -1.703
C -8.982 -1.404 -0.880
C -6.281 -3.247 0.960
C -6.857 -4.321 1.636
C -6.088 -5.381 2.070
C -4.736 -5.390 1.795
C -4.144 -4.332 1.112
C -4.916 -3.246 0.711
Ge -4.009 -1.622 -0.057
S -2.754 -0.533 1.314
S -5.508 -0.332 -1.244
Ge -3.713 0.119 -2.572
S -2.606 1.760 -1.717
S -2.721 -1.961 -1.982
C -4.052 0.219 -4.551
C -3.299 -0.466 -5.495
C -3.602 -0.320 -6.845
C -4.618 0.523 -7.252
C -5.343 1.224 -6.308
C -5.073 1.069 -4.954
C -5.920 1.758 -3.959
C -5.571 2.985 -3.401
C -4.328 3.718 -3.807
C -6.422 3.561 -2.463
C -7.617 2.965 -2.100
C -8.529 3.587 -1.082
C -7.968 1.765 -2.708
C -7.136 1.153 -3.624
C -7.531 -0.139 -4.275
C -2.132 -1.289 -5.103
C -2.231 -2.668 -4.937
C -3.541 -3.377 -5.126
C -1.099 -3.394 -4.581
C 0.122 -2.772 -4.378
C 1.345 -3.536 -3.971
C 0.208 -1.399 -4.587
C -0.894 -0.650 -4.966
C -0.761 0.812 -5.276
C -2.707 -4.466 0.786
C -2.339 -4.978 -0.458
C -3.358 -5.357 -1.493
C -0.996 -5.222 -0.724
C -0.023 -5.022 0.239
C 1.421 -5.328 -0.015
C -0.414 -4.536 1.487
C -1.738 -4.251 1.773
C -2.134 -3.749 3.130
H -10.798 1.002 0.697
H -11.440 -0.203 -0.428
H -10.399 1.083 -1.021
H -8.918 0.387 1.971
H -7.155 -0.241 3.362
H -5.772 -1.071 2.641
H -7.045 -2.006 3.423
H -6.911 -4.051 -1.293
H -6.933 -2.730 -2.463
H -8.392 -3.676 -2.193
H -9.522 -1.494 -1.815
H -7.923 -4.302 1.820
H -6.543 -6.201 2.607
H -4.117 -6.222 2.101
H -3.018 -0.869 -7.569
H -4.837 0.642 -8.305
H -6.123 1.911 -6.605
H -3.750 3.149 -4.532
H -3.696 3.905 -2.940
H -4.584 4.680 -4.249
H -6.130 4.499 -2.012
H -8.164 4.560 -0.765
H -8.601 2.942 -0.207
H -9.529 3.713 -1.496
H -8.903 1.284 -2.459
H -8.448 -0.526 -3.841
H -6.745 -0.882 -4.142
H -7.681 0.002 -5.345
H -4.345 -2.671 -5.326
H -3.799 -3.952 -4.236
H -3.473 -4.072 -5.963
H -1.180 -4.467 -4.463
H 1.146 -4.604 -3.921
H 1.695 -3.200 -2.993
H 2.150 -3.361 -4.685
H 1.166 -0.902 -4.480
H 0.288 1.098 -5.305
H -1.252 1.431 -4.520
H -1.223 1.040 -6.237
H -4.365 -5.066 -1.200
H -3.344 -6.439 -1.634
H -3.118 -4.896 -2.449
H -0.723 -5.595 -1.703
H 1.586 -5.653 -1.040
H 1.765 -6.110 0.663
H 2.015 -4.430 0.172
H 0.336 -4.370 2.249
H -1.253 -3.554 3.736
H -2.766 -4.474 3.646
H -2.698 -2.820 3.042
```

Gap between HOMO and LUMO ... 0.241 Eh
LUMO ... 2.1 eV
Total charge ... -1
Highest occupied orbital energy ... -4.438 eV
Multiplicity ... 1

Löwdin population analysis, charges in e, atoms 1 to 6: -0.034, 0.785, -1.120, 0.710, -0.077, -0.049

=====

(3)
# C49H53AsN10O2STi

A molecular structure, C49H53AsN10O2STi at a distorted geometry (ωB97M-V/def2-TZVPD, OMol25).

XYZ file:
```
117
Properties=species:S:1:pos:R:3
Ti -0.014 -0.194 1.392
C 1.750 -4.010 2.179
C 0.690 -4.357 1.120
C -0.121 -3.187 0.559
N -0.489 -2.174 1.541
C -1.247 -2.499 2.582
C -2.034 -3.668 2.620
C -2.667 -4.302 3.670
C -2.603 -4.034 5.030
C -1.993 -2.935 5.601
C -1.447 -1.804 5.012
C -1.238 -1.472 3.661
N -0.860 -0.266 3.237
C -0.882 0.904 4.119
C -1.488 2.121 3.420
C -0.756 2.597 2.126
N 0.397 1.750 1.831
C 1.652 2.020 2.131
C 2.107 3.283 2.556
C 3.376 3.764 2.790
C 4.619 3.147 2.662
C 4.835 1.825 2.352
C 3.922 0.794 2.139
C 2.524 0.794 2.103
N 1.823 -0.344 2.108
C 2.335 -1.543 2.785
C 2.646 -2.776 1.908
H 2.384 -4.893 2.275
H 1.262 -3.887 3.151
H 0.018 -5.100 1.552
H 1.176 -4.836 0.265
H -1.001 -3.570 0.028
H 0.478 -2.677 -0.194
H -2.164 -4.139 1.654
H -3.242 -5.179 3.390
H -3.064 -4.749 5.699
H -1.980 -2.922 6.687
H -1.110 -1.055 5.716
H 0.137 1.131 4.448
H -1.476 0.712 5.010
H -1.518 2.939 4.142
H -2.519 1.869 3.164
H -0.501 3.652 2.200
H -1.460 2.502 1.301
H 1.319 4.008 2.720
H 3.406 4.802 3.108
H 5.492 3.756 2.856
H 5.878 1.523 2.306
H 4.362 -0.183 1.973
H 1.559 -1.826 3.499
H 3.206 -1.263 3.376
H 3.687 -3.057 2.084
H 2.577 -2.493 0.857
C -4.896 -2.258 -3.441
C -4.948 -1.536 -2.147
N -6.007 -1.035 -1.583
N -5.525 -0.498 -0.419
C -4.202 -0.639 -0.253
S -3.221 -0.153 1.022
N -3.843 -1.306 -1.366
N -2.531 -1.778 -1.596
H -5.889 -2.258 -3.885
H -4.569 -3.289 -3.300
H -4.204 -1.772 -4.133
H -6.142 -0.054 0.239
H -2.360 -1.677 -2.592
H -1.912 -1.138 -1.084
N 5.248 -4.856 -3.114
C 4.127 -4.291 -3.622
O 3.622 -4.631 -4.670
C 3.501 -3.173 -2.807
C 2.154 -2.922 -3.003
C 1.565 -1.894 -2.286
N 2.219 -1.130 -1.410
C 3.516 -1.373 -1.244
C 4.202 -2.375 -1.924
H 5.664 -5.615 -3.626
H 5.579 -4.658 -2.188
H 1.594 -3.520 -3.710
H 0.510 -1.663 -2.421
H 4.040 -0.732 -0.540
H 5.270 -2.487 -1.772
O -0.344 0.446 -0.604
As -0.564 1.889 -1.473
C 0.099 3.526 -0.742
C -0.722 4.632 -0.555
C -0.150 5.855 -0.225
C 1.228 5.969 -0.099
C 2.044 4.860 -0.296
C 1.482 3.636 -0.621
C 0.329 2.020 -3.175
C 0.086 3.218 -3.854
C 0.702 3.461 -5.070
C 1.558 2.510 -5.622
C 1.802 1.327 -4.945
C 1.192 1.084 -3.716
C -2.392 2.064 -1.971
C -2.759 1.645 -3.248
C -4.083 1.753 -3.654
C -5.036 2.277 -2.789
C -4.670 2.684 -1.513
C -3.351 2.571 -1.097
H -1.793 4.558 -0.673
H -0.784 6.721 -0.076
H 1.670 6.927 0.146
H 3.119 4.947 -0.199
H 2.121 2.776 -0.781
H -0.582 3.966 -3.444
H 0.523 4.397 -5.583
H 2.033 2.699 -6.577
H 2.473 0.586 -5.363
H 1.418 0.179 -3.181
H -2.018 1.265 -3.938
H -4.368 1.441 -4.651
H -6.066 2.368 -3.111
H -5.411 3.093 -0.837
H -3.090 2.862 -0.090
```

Relative energy (zero: lowest compared OMol25 entry of this formula, charge and spin) ... 28.0 kcal/mol
Gap between HOMO and LUMO (alpha / beta) ... 0.248 / 0.257 Eh
LUMO (alpha / beta) ... -2.1 / -2.1 eV
Total charge ... +1
Highest occupied orbital energy (alpha / beta) ... -8.845 / -9.131 eV
Multiplicity ... 2

Löwdin population analysis, charges in e, atoms 1 to 6: 0.924, -0.177, -0.171, -0.223, -0.086, -0.254

=====

(4)
# C49H55CoN3

A molecular structure, C49H55CoN3 (ωB97M-V/def2-TZVPD, OMol25).

XYZ file:
```
108
Properties=species:S:1:pos:R:3
Co 0.071 0.248 0.573
C -2.582 -3.272 2.535
C -2.581 -1.986 1.707
C -3.522 -0.942 2.312
C -2.879 -2.256 0.251
C -4.098 -2.834 -0.091
C -4.402 -3.177 -1.398
C -3.476 -2.885 -2.389
C -2.264 -2.272 -2.098
C -1.397 -1.790 -3.248
C -1.304 -2.777 -4.412
C -1.935 -0.436 -3.724
C -1.913 -1.988 -0.750
N -0.673 -1.439 -0.423
C 0.473 -2.057 -0.880
C 1.679 -1.386 -0.899
N 1.776 -0.061 -0.501
C 2.869 0.667 -0.974
C 3.097 0.768 -2.374
C 4.227 1.418 -2.859
C 5.121 2.046 -2.009
C 4.856 2.020 -0.647
C 3.760 1.350 -0.108
C 3.621 1.393 1.408
C 2.476 2.307 1.862
C 3.536 0.010 2.055
C 2.092 0.253 -3.395
C 2.670 -0.839 -4.303
C 1.558 1.404 -4.260
C 2.744 -2.333 -1.266
C 4.107 -2.282 -1.398
C 4.807 -3.463 -1.789
C 4.180 -4.657 -2.026
C 2.762 -4.744 -1.869
C 1.947 -5.906 -2.024
C 0.602 -5.818 -1.783
C -0.038 -4.604 -1.386
C 0.719 -3.469 -1.249
C 2.114 -3.586 -1.497
H -2.194 -3.069 3.538
H -1.945 -4.029 2.069
H -3.594 -3.686 2.626
H -1.585 -1.572 1.763
H -4.564 -1.284 2.309
H -3.469 -0.007 1.748
H -3.226 -0.732 3.344
H -4.812 -3.052 0.699
H -5.345 -3.653 -1.644
H -3.725 -3.111 -3.421
H -0.384 -1.635 -2.882
H -2.257 -2.873 -4.943
H -0.999 -3.767 -4.064
H -0.562 -2.427 -5.135
H -2.960 -0.550 -4.093
H -1.321 -0.028 -4.530
H -1.946 0.282 -2.902
H 4.390 1.467 -3.931
H 5.994 2.559 -2.397
H 5.536 2.524 0.033
H 4.545 1.856 1.768
H 1.514 1.952 1.494
H 2.607 3.324 1.483
H 2.413 2.332 2.955
H 2.577 -0.455 1.846
H 3.633 0.094 3.143
H 4.325 -0.649 1.680
H 1.248 -0.173 -2.857
H 3.426 -0.425 -4.979
H 1.875 -1.276 -4.916
H 3.130 -1.641 -3.723
H 2.375 1.910 -4.784
H 1.028 2.146 -3.661
H 0.864 1.020 -5.012
H 4.655 -1.362 -1.232
H 5.885 -3.408 -1.900
H 4.753 -5.531 -2.316
H 2.393 -6.851 -2.318
H -0.009 -6.707 -1.895
H -1.104 -4.598 -1.196
C -0.830 1.959 -0.351
C -0.183 3.260 -0.162
C 1.046 3.563 -0.782
C 1.715 4.755 -0.560
C 1.188 5.723 0.291
C -0.030 5.457 0.907
C -0.699 4.262 0.683
H -0.701 1.587 -1.371
H -1.893 1.966 -0.086
H 1.507 2.809 -1.410
H 2.671 4.924 -1.047
H 1.714 6.653 0.474
H -0.466 6.194 1.574
H -1.651 4.089 1.172
C 1.002 -2.371 2.564
C 0.498 -1.158 3.294
C 0.393 -0.977 4.662
C -0.165 0.318 4.855
C -0.371 0.845 3.592
C -0.940 2.180 3.229
N 0.027 -0.050 2.637
H 0.549 -3.282 2.965
H 2.088 -2.480 2.647
H 0.760 -2.323 1.501
H 0.679 -1.693 5.422
H -0.403 0.802 5.795
H -1.642 2.519 3.997
H -1.471 2.120 2.279
H -0.169 2.949 3.115
```

Relative energy (zero: lowest compared OMol25 entry of this formula, charge and spin) ... 1.2 kcal/mol
Gap between HOMO and LUMO (alpha / beta) ... 0.183 / 0.188 Eh
LUMO (alpha / beta) ... 4.5 / 4.5 eV
Total charge ... -2
Highest occupied orbital energy (alpha / beta) ... -0.449 / -0.590 eV
Multiplicity ... 4

Löwdin population analysis, charges in e, atoms 1 to 6: 0.702, -0.067, -0.383, -0.059, -0.135, -0.068